No. 1
The following is a DFT calculation (ωB97M-V/def2-TZVPD) of one molecule with the formula C3H4N4O.

HOMO energy, eV: -9.28
Frontier orbital gap, eV: 9.1
Total charge: 0
Structure (SMILES): Nc1cnnnc1O
LUMO, eV: -0.2
DFT total energy, a.u.: -410.8348

CARTESIAN COORDINATES (ANGSTROEM)
C1 -0.62 -0.23 0.67
C2 0.56 -0.95 1.01
C3 -0.37 0.42 -0.56
H1 -2.53 0.56 0.66
H2 -1.76 -0.73 2.16
H3 0.63 -1.49 2.02
H4 -1.49 1.92 -0.19
N1 -1.65 0.21 1.48
N2 1.62 -1.12 0.26
N3 1.69 -0.42 -0.80
N4 0.71 0.29 -1.31
O1 -1.09 1.45 -1.09

Atomic partial charges in e from the natural (NBO) method, atoms 1 to 8: 0.025 -0.004 0.422 0.402 0.415 0.197 0.474 -0.811


No. 2
The following is a DFT calculation (ωB97M-V/def2-TZVPD) of a 2-piece molecular cluster, C3H8O2P overall.

HOMO energy, eV: -2.74
Frontier orbital gap, eV: 6.8
Total charge: -1
LUMO, eV: 4.1
DFT total energy, a.u.: -610.8706

CARTESIAN COORDINATES (ANGSTROEM)
C1 -2.40 -0.67 -0.22
C2 2.11 0.47 0.11
C3 -0.97 -0.47 0.26
O1 3.54 -0.15 -0.34
O2 -0.47 2.26 0.50
P1 -0.27 1.19 -0.47
H1 -2.96 -1.65 -0.02
H2 -3.16 0.03 0.17
H3 -2.46 -0.53 -1.25
H4 2.56 1.31 0.52
H5 1.70 -0.30 0.88
H6 3.83 0.14 -1.26
H7 -0.28 -1.14 -0.29
H8 -0.76 -0.49 1.41

Atomic partial charges in e from the natural (NBO) method, atoms 1 to 8: -0.620 -0.440 -0.803 -0.846 -1.152 1.154 0.181 0.195


No. 3
The following is a DFT calculation (ωB97M-V/def2-TZVPD) of C12H8F9N3OS2Se2TcTe2 as an isolated structure.

HOMO energy (alpha / beta), eV: -7.55 / -7.70
Frontier orbital gap (alpha / beta), eV: 6.6 / 5.5
Total charge: 0
LUMO (alpha / beta), eV: -0.9 / -2.2
DFT total energy, a.u.: -7816.5635
Spin multiplicity: 2

CARTESIAN COORDINATES (ANGSTROEM)
Tc1 -1.06 0.73 -0.48
C1 2.76 4.18 -2.88
S1 0.97 4.36 -2.81
C2 0.55 3.11 -1.68
S2 -1.11 3.04 -1.18
N1 1.46 2.29 -1.24
N2 0.86 1.45 -0.32
C3 1.53 1.14 0.74
C4 0.73 0.61 1.82
C5 1.27 0.24 3.05
C6 0.41 -0.11 4.08
C7 -0.95 -0.07 3.84
C8 -1.42 0.30 2.60
N3 -0.60 0.64 1.59
H1 3.12 4.99 -3.50
H2 3.03 3.22 -3.32
H3 3.19 4.25 -1.88
H4 2.57 1.42 0.85
H5 2.34 0.23 3.18
H6 0.80 -0.40 5.04
H7 -1.66 -0.32 4.62
H8 -2.48 0.34 2.38
Se1 -1.17 0.26 -2.97
Te1 -2.98 1.49 -3.99
Te2 -4.57 2.11 -1.92
Se2 -3.41 0.91 -0.05
F1 -2.40 -2.47 -1.55
C9 -1.78 -2.91 -0.45
F2 -2.45 -2.41 0.60
F3 -1.91 -4.24 -0.41
C10 -0.30 -2.44 -0.42
O1 -0.21 -1.10 -0.40
C11 0.38 -2.97 0.89
F4 1.65 -2.56 0.96
F5 -0.24 -2.47 1.97
F6 0.38 -4.30 1.02
C12 0.48 -3.01 -1.65
F7 0.59 -4.34 -1.62
F8 -0.11 -2.68 -2.80
F9 1.72 -2.50 -1.68

Atomic partial charges in e from the natural (NBO) method, atoms 1 to 8: 0.339 -0.744 0.321 -0.091 -0.009 -0.392 -0.181 0.069


No. 4
The following is a DFT calculation (ωB97M-V/def2-TZVPD) of a 2-piece molecular cluster, C4H10N2O2 overall.

HOMO energy (alpha / beta), eV: -13.25 / -13.25
Frontier orbital gap (alpha / beta), eV: 9.0 / 4.2
Total charge: +1
LUMO (alpha / beta), eV: -4.2 / -9.1
DFT total energy, a.u.: -418.0780
Spin multiplicity: 2

CARTESIAN COORDINATES (ANGSTROEM)
C1 1.03 2.50 -1.32
C2 1.03 1.03 -1.71
O1 1.97 0.25 -1.53
N1 -0.06 0.46 -2.26
H1 0.35 2.49 -0.45
H2 0.67 3.10 -2.15
H3 -0.13 -0.55 -2.22
H4 -0.97 0.90 -2.30
H5 2.06 2.77 -1.14
C3 0.18 -1.67 2.39
C4 -0.84 -0.85 1.69
O2 -0.71 0.30 1.28
N2 -1.70 -1.61 0.88
H6 0.99 -1.79 1.67
H7 -0.18 -2.63 2.75
H8 -2.11 -1.11 0.11
H9 -2.20 -2.47 1.06
H10 0.62 -1.13 3.24

Atomic partial charges in e from the natural (NBO) method, atoms 1 to 8: -0.662 0.654 -0.034 -0.703 0.307 0.282 0.433 0.445


No. 5
The following is a DFT calculation (ωB97M-V/def2-TZVPD) of C15H13N3O4Sr as an isolated structure.

HOMO energy, eV: -7.84
Frontier orbital gap, eV: 7.5
Total charge: 0
LUMO, eV: -0.3
DFT total energy, a.u.: -1075.3813

CARTESIAN COORDINATES (ANGSTROEM)
Sr1 -1.67 0.04 -0.48
O1 2.67 -1.44 3.42
C1 2.22 -2.64 2.99
C2 2.72 -3.82 3.55
C3 2.25 -5.06 3.15
C4 1.25 -5.14 2.20
C5 0.74 -3.97 1.65
C6 1.22 -2.71 2.01
C7 0.62 -1.53 1.31
O2 -0.55 -1.68 0.83
N1 1.38 -0.45 1.22
N2 0.75 0.50 0.47
C8 1.30 1.65 0.43
C9 0.67 2.70 -0.37
C10 1.28 3.95 -0.44
C11 0.69 4.93 -1.22
C12 -0.48 4.64 -1.88
C13 -1.03 3.37 -1.74
N3 -0.48 2.41 -0.99
H1 3.32 -1.59 4.12
H2 3.49 -3.75 4.31
H3 2.66 -5.95 3.60
H4 0.86 -6.10 1.88
H5 -0.04 -4.01 0.91
H6 2.21 1.87 0.98
H7 2.21 4.13 0.09
H8 1.15 5.91 -1.30
H9 -0.98 5.37 -2.50
H10 -1.95 3.10 -2.23
C14 -4.48 0.84 -4.28
O3 -3.84 -0.24 -3.60
C15 -3.12 0.07 -2.51
O4 -3.07 1.26 -2.15
H11 -5.02 0.40 -5.12
H12 -3.75 1.56 -4.66
H13 -5.17 1.37 -3.63

Atomic partial charges in e from the natural (NBO) method, atoms 1 to 8: 1.810 -0.655 0.417 -0.328 -0.176 -0.261 -0.138 -0.220


No. 6
The following is a DFT calculation (ωB97M-V/def2-TZVPD) of one molecule with the formula C5H11N.

HOMO energy (alpha / beta), eV: -7.57 / -9.22
Frontier orbital gap (alpha / beta), eV: 7.3 / 9.8
Total charge: 0
LUMO (alpha / beta), eV: -0.3 / 0.5
DFT total energy, a.u.: -251.7120

CARTESIAN COORDINATES (ANGSTROEM)
C1 1.51 -1.15 -0.53
C2 0.88 0.18 -0.09
N1 0.89 0.51 1.27
H1 1.82 0.86 1.53
H2 1.31 0.96 -0.75
H3 2.60 -1.08 -0.41
H4 1.29 -1.37 -1.58
H5 1.16 -1.98 0.09
C3 -1.44 1.36 -0.41
C4 -0.79 -0.01 -0.29
C5 -1.05 -0.73 0.93
H6 -0.91 -0.62 -1.19
H7 -1.24 1.95 0.48
H8 -1.04 1.90 -1.27
H9 -2.52 1.27 -0.54
H10 -0.98 -1.81 0.96
H11 -1.49 -0.24 1.79

Atomic partial charges in e from the natural (NBO) method, atoms 1 to 8: -0.616 -0.061 -0.528 0.310 0.179 0.208 0.210 0.210


No. 7
The following is a DFT calculation (ωB97M-V/def2-TZVPD) of a 11-piece molecular cluster, C46H123N9O14 overall.

HOMO energy, eV: -8.57
Frontier orbital gap, eV: 9.0
Total charge: 0
Structure (SMILES): COC[C@H](C)N.COC[C@H](C)N.COC[C@H](C)N.COC[C@H](C)N.COC[C@H](C)N.COC[C@H](C)N.COCCNCCOC.COCCNCCOC.COCCNCCOC.CCO.CCO
LUMO, eV: 0.5
DFT total energy, a.u.: -3372.2325

CARTESIAN COORDINATES (ANGSTROEM)
C1 23.34 12.56 11.27
O1 22.15 11.89 11.69
C2 20.96 12.76 11.79
C3 19.78 12.17 11.11
N1 18.72 12.96 11.63
C4 17.44 12.96 10.98
C5 16.37 13.51 12.01
O2 16.83 14.80 12.40
C6 15.97 15.45 13.34
H1 24.05 11.83 11.00
H2 23.79 13.16 12.03
H3 23.10 13.18 10.41
H4 21.17 13.75 11.46
H5 20.70 12.88 12.87
H6 19.71 11.08 11.18
H7 19.92 12.44 10.08
H8 18.65 12.82 12.63
H9 16.99 12.03 10.69
H10 17.50 13.59 10.12
H11 16.33 12.84 12.87
H12 15.43 13.60 11.45
H13 16.33 16.42 13.57
H14 15.92 14.83 14.29
H15 14.95 15.53 12.99
C7 10.26 23.27 10.23
O3 10.93 22.13 9.82
C8 12.05 22.50 9.01
C9 12.85 21.20 8.74
N2 14.27 21.50 8.75
C10 15.11 20.40 8.50
C11 16.56 20.85 8.69
O4 17.42 19.78 8.52
C12 18.80 20.08 8.70
H16 9.82 23.95 9.40
H17 10.94 23.97 10.68
H18 9.52 22.89 10.92
H19 12.68 23.20 9.54
H20 11.70 22.90 8.06
H21 12.41 20.72 7.83
H22 12.67 20.63 9.60
H23 14.60 22.32 8.21
H24 15.02 19.93 7.52
H25 14.96 19.63 9.25
H26 16.72 21.25 9.70
H27 16.69 21.59 7.87
H28 19.15 20.91 8.05
H29 19.39 19.12 8.49
H30 19.07 20.42 9.72
C13 13.18 22.51 12.31
O5 13.88 23.61 12.83
C14 14.29 24.55 11.79
C15 15.67 24.21 11.29
N3 16.74 24.35 12.30
C16 16.97 25.77 12.66
C17 17.32 26.58 11.43
O6 16.15 27.03 10.75
C18 16.44 27.79 9.56
H31 12.13 22.73 12.16
H32 13.35 21.71 12.98
H33 13.60 22.17 11.34
H34 14.33 25.54 12.28
H35 13.48 24.57 11.03
H36 15.91 24.86 10.46
H37 15.67 23.16 10.94
H38 16.46 23.79 13.09
H39 17.82 25.81 13.36
H40 16.13 26.28 13.15
H41 17.90 26.02 10.73
H42 17.89 27.46 11.71
H43 15.52 28.15 9.16
H44 16.90 27.12 8.81
H45 17.11 28.58 9.73
C19 12.96 17.03 7.78
C20 12.65 16.35 9.12
C21 12.03 17.28 10.15
O7 10.67 17.42 9.76
C22 9.98 18.40 10.55
N4 11.87 15.12 9.07
H46 13.43 16.28 7.22
H47 13.64 17.85 7.99
H48 11.98 17.42 7.33
H49 13.60 16.01 9.50
H50 12.51 18.28 10.06
H51 12.06 16.80 11.12
H52 9.60 17.99 11.46
H53 9.19 18.80 9.89
H54 10.52 19.29 10.82
H55 12.06 14.49 8.29
H56 10.89 15.37 9.14
C23 21.32 16.24 10.57
C24 20.84 16.57 12.06
C25 20.90 18.07 12.35
O8 22.05 18.63 11.71
C26 22.06 20.04 11.85
N5 19.55 16.08 12.50
H57 22.37 16.25 10.42
H58 20.85 16.90 9.82
H59 20.89 15.28 10.28
H60 21.50 16.00 12.75
H61 20.98 18.15 13.45
H62 19.98 18.65 12.05
H63 22.04 20.33 12.87
H64 21.25 20.58 11.36
H65 22.96 20.46 11.36
H66 19.49 15.06 12.35
H67 18.78 16.51 11.98
C27 15.15 21.76 15.77
C28 13.75 22.27 16.11
C29 13.31 21.70 17.45
O9 11.95 22.01 17.64
C30 11.48 21.66 18.91
N6 13.81 23.72 16.19
H68 15.21 20.68 15.69
H69 15.89 22.11 16.53
H70 15.52 22.25 14.85
H71 13.09 21.87 15.30
H72 13.91 22.22 18.21
H73 13.47 20.61 17.51
H74 10.40 21.72 18.92
H75 11.92 22.23 19.69
H76 11.72 20.63 19.12
H77 13.82 24.06 15.22
H78 12.87 23.93 16.52
C31 21.90 18.67 17.60
C32 22.10 20.08 16.95
C33 23.56 20.60 17.12
O10 23.66 20.96 18.49
C34 24.98 21.39 18.90
N7 21.78 20.03 15.51
H79 22.70 18.03 17.21
H80 21.00 18.16 17.33
H81 22.06 18.72 18.69
H82 21.47 20.80 17.46
H83 23.61 21.46 16.49
H84 24.35 19.87 16.90
H85 25.33 22.33 18.37
H86 25.72 20.64 18.59
H87 25.01 21.39 19.97
H88 20.94 19.49 15.43
H89 22.55 19.56 15.02
C35 21.06 24.20 15.59
C36 19.93 23.58 14.76
C37 20.16 23.45 13.28
O11 20.13 24.71 12.67
C38 20.96 24.65 11.52
N8 19.40 22.32 15.29
H90 21.22 25.22 15.23
H91 21.96 23.53 15.60
H92 20.88 24.19 16.68
H93 19.04 24.25 14.72
H94 19.38 22.83 12.87
H95 21.16 23.06 13.13
H96 20.88 25.66 11.08
H97 20.63 23.87 10.74
H98 22.05 24.50 11.75
H99 19.36 22.43 16.29
H100 20.09 21.58 15.11
C39 18.41 15.76 16.26
C40 18.08 17.22 16.05
C41 17.78 17.91 17.39
O12 16.69 17.29 18.14
C42 15.39 17.60 17.71
N9 19.07 18.04 15.47
H101 19.43 15.61 16.61
H102 18.22 15.13 15.42
H103 17.78 15.32 16.99
H104 17.19 17.35 15.45
H105 17.55 18.98 17.29
H106 18.63 17.69 18.02
H107 15.24 17.48 16.63
H108 15.12 18.63 17.93
H109 14.69 16.95 18.24
H110 18.70 18.57 14.73
H111 19.79 17.47 15.02
C43 16.38 19.50 12.28
C44 17.12 20.74 12.65
O13 17.76 20.34 13.86
H112 15.88 19.50 11.32
H113 15.59 19.42 13.03
H114 17.07 18.67 12.40
H115 16.46 21.62 12.71
H116 17.88 21.01 11.92
H117 18.13 21.10 14.37
C45 17.08 16.60 9.33
C46 16.72 16.18 7.95
O14 15.83 15.08 8.08
H118 17.78 17.44 9.14
H119 17.63 15.73 9.70
H120 16.29 16.92 10.01
H121 17.69 15.89 7.47
H122 16.29 17.06 7.45
H123 15.70 14.66 7.22

Atomic partial charges in e from the Löwdin method, atoms 1 to 8: -0.101 -0.183 -0.200 -0.215 -0.088 -0.175 -0.188 -0.226


No. 8
The following is a DFT calculation (ωB97M-V/def2-TZVPD) of BaCl2O8 as an isolated structure.

HOMO energy, eV: -7.48
Frontier orbital gap, eV: 1.8
Total charge: 0
LUMO, eV: -5.7
DFT total energy, a.u.: -1546.9565

CARTESIAN COORDINATES (ANGSTROEM)
Ba1 3.07 2.49 -2.57
Cl1 -1.85 -1.66 -3.49
O1 -2.59 -2.12 -4.63
O2 -1.56 -2.68 -2.61
O3 -0.55 -1.38 -4.01
O4 -2.32 -0.29 -3.20
Cl2 1.13 1.19 4.10
O5 0.92 1.27 2.58
O6 0.05 0.57 4.89
O7 2.20 0.22 4.41
O8 1.50 2.39 4.54

Atomic partial charges in e from the natural (NBO) method, atoms 1 to 8: 1.854 2.542 -0.850 -0.797 -0.962 -0.834 2.516 -0.900


> Look up the DFT total energy of the first one.

-410.8348 a.u.


> DFT total energy of number 4 (C4H10N2O2)?

-418.0780 a.u.